Formula: C14H28N2OSi
Source: OMol25
Level of theory: ωB97M-V with the def2-TZVPD basis set

Structure (XYZ):
```
46
Properties=species:S:1:pos:R:3:forces:R:3
C -2.554886 2.335873 0.531409 0.3015 -0.2536 0.2017
Si -0.810832 1.612306 0.546880 -0.2474 0.2570 -0.0487
C 0.309990 3.005623 1.121413 -0.0687 0.1651 -0.1896
C -0.429224 1.158562 -1.241717 -0.4627 -0.1105 0.2714
C -0.897240 0.086495 1.670031 0.3970 -0.1594 0.0362
C -0.781676 -1.318494 1.061831 -0.2270 0.1808 -0.0716
C -0.975009 -2.179168 2.324774 -0.0500 -0.3599 -0.8103
O -0.674909 -1.372561 3.445358 0.1121 0.3734 0.2161
C -0.094095 -0.129052 2.964714 -0.3344 -0.5008 -0.1274
C 1.409585 -0.371169 2.911187 0.2386 0.3901 0.1157
C 2.314817 0.720937 2.347995 0.2432 -0.1501 -0.0317
C 2.523900 0.664480 0.837292 0.0653 -0.5233 0.0923
N 3.147450 -0.611081 0.440803 0.0448 0.2047 0.1740
H -2.721302 2.984824 1.391702 -0.0145 0.0822 0.0113
H -2.711529 2.906496 -0.382254 -0.1146 0.0851 -0.0281
H -3.289070 1.532004 0.590077 -0.1246 0.0060 -0.1612
H 0.269772 3.176437 2.196312 0.0148 -0.0306 0.0686
H 1.345961 2.886108 0.811218 -0.0227 0.0409 0.1087
H -0.056547 3.917658 0.642973 -0.0526 0.0383 -0.0109
H 0.001682 2.006517 -1.770546 0.2016 -0.0360 -0.0727
H 0.179229 0.264506 -1.354693 0.2293 0.0689 -0.0913
H -1.388486 0.940575 -1.717889 0.0190 -0.0550 -0.1064
H -1.927599 0.112934 2.042057 -0.0772 0.2583 0.0185
H 0.176574 -1.482385 0.566757 0.1421 0.0081 0.1222
H -1.549132 -1.514945 0.312180 -0.0737 -0.0241 0.0375
H -0.360099 -3.082049 2.292426 0.1323 0.0273 0.1718
H -2.016785 -2.504309 2.357325 -0.0689 0.0286 0.2882
H -0.329151 0.633857 3.705870 0.0032 0.0426 0.0802
H 1.628254 -1.310291 2.405463 -0.0637 -0.1007 -0.0923
H 1.706492 -0.529005 3.948899 -0.0695 -0.1380 0.0496
H 1.979053 1.711463 2.646911 -0.1051 0.0745 0.0402
H 3.304588 0.587950 2.791071 0.0056 0.0161 0.0180
H 3.208227 1.463303 0.555449 -0.0927 0.1519 -0.1092
H 1.579135 0.807806 0.309874 0.1699 0.0875 -0.0402
H 3.824121 -0.472837 -0.292779 0.0340 -0.0156 -0.1154
H 2.466048 -1.275270 0.110288 -0.0879 -0.1276 -0.0312
N 0.188661 -1.607627 -3.730577 -0.0288 -0.0197 -0.0102
C 0.039864 -1.386471 -5.072393 0.0161 0.0137 0.0226
C -1.263450 -1.648294 -5.397798 -0.0129 -0.0003 -0.0043
C -1.926927 -2.043907 -4.204180 -0.0188 0.0122 -0.0040
C -1.004512 -2.007434 -3.193699 0.0407 -0.0006 0.0222
H 1.042867 -1.492400 -3.219141 0.0235 0.0107 0.0092
H 0.868559 -1.061870 -5.677388 0.0008 -0.0014 -0.0133
H -1.694475 -1.565965 -6.381076 -0.0055 -0.0012 -0.0073
H -2.962179 -2.321660 -4.100519 -0.0083 -0.0039 -0.0019
H -1.095714 -2.228470 -2.143890 -0.0035 -0.0115 0.0030
```
Positions in Å, forces in eV/Å.

Its total charge is 0. Its SMILES is C[Si](C)(C)[C@H]1CCO[C@H]1CCCN.c1cc[nH]c1. As for the electronic energy: -27877.600 eV. The gap between HOMO and LUMO comes out at 8.950 eV. Its HOMO energy is -8.43 eV.

Löwdin atomic charge list, values in e, 4 entries: -0.18, 0.55, -0.18, -0.17